[1]
Here is a structure of composition C23H34N4O2S3 from the Open Molecules 2025 dataset. Energies are from the ωB97M-V functional and the def2-TZVPD basis.

Properties
Calculated total energy in eV: -66962.5910

Geometry as ORCA input:
```
! wB97M-V def2-TZVPD RIJCOSX def2/J DEFGRID3
* xyz 0 1
N -4.22485 1.17433 -2.31175
H 6.37722 -3.69388 1.24006
C -4.98296 1.94948 0.84928
H 4.22325 -0.21782 -3.09196
C -4.65686 -1.60867 0.17301
H -3.69080 -3.49183 0.62574
C 4.56226 -3.14467 0.21274
N -1.56594 -2.07968 0.34778
C -4.48106 -3.10951 -0.01608
H -4.45421 1.29768 2.80476
O -2.34220 2.06185 -1.60389
C -3.97752 1.86452 2.00540
H -3.74082 2.86341 2.34492
S -4.52215 3.13591 -0.44955
H 1.99041 0.97933 -1.55142
C -2.72639 1.14517 1.54760
H 0.92109 2.44495 -0.43559
C 3.83119 2.08269 -1.05158
H -5.54770 -4.65634 0.53344
S -0.09311 -2.26632 -0.25900
N 0.48927 -0.79535 -0.08176
C 3.72549 -1.90978 -0.15411
H -5.96406 2.27820 1.19122
N -3.17632 0.52792 -2.93315
H -4.30170 -1.05369 -0.69707
H -3.80967 -1.82825 2.14724
H 3.40166 -1.43836 0.77352
C -4.06048 -1.00711 1.47033
H 5.97556 -1.99102 1.40537
C -0.35529 1.31595 0.84286
O -5.72623 -3.73356 0.33607
H -1.92541 4.12676 0.74393
C -0.46998 -0.05982 0.49677
H -1.09264 0.85185 -2.76383
H 3.15930 3.33923 0.58828
H 5.29871 -1.44827 -1.52102
H 3.84190 3.06140 -1.53258
H -4.23236 -3.34181 -1.05379
C -2.10873 1.08204 -2.49341
C 0.91649 2.08638 0.59836
H 6.65705 -2.63126 -0.11044
H 2.82663 -0.96653 -2.38598
C -1.48278 1.88245 1.35179
H -5.11798 0.98432 0.36880
C 3.00546 1.11896 -1.91767
C 2.25797 1.41719 0.93864
H -4.83272 -0.42282 1.96035
H 4.28680 2.10901 1.05104
C -3.70449 2.05620 -1.53270
H 4.86821 1.75145 -1.07748
H 4.59099 -3.83461 -0.63246
H 2.32497 1.38168 2.02718
C -2.81749 -0.17894 1.27016
H 2.89534 1.58517 -2.89888
S -1.40592 3.59614 1.85651
H 2.34609 0.42060 0.52691
H 0.86618 2.98403 1.21047
C 3.40832 2.28832 0.42696
H -5.73646 -1.45368 0.19978
C 4.47923 -0.90111 -1.04993
H 4.03680 -3.66956 1.01492
C -1.66585 -0.80110 0.72161
C 3.64332 -0.27230 -2.17037
H 4.95680 -0.15199 -0.41997
H 2.85803 -2.25451 -0.71786
C 5.97116 -2.83045 0.71150
*
```

These are the Löwdin partial charges, in e, on atoms 1 to 2: number 1, N, carries 0.06; number 2, H, carries 0.07


[2]
Here is a cluster of 2 separate species, C4H14N2O2 in total in a non-equilibrium geometry from the Open Molecules 2025 dataset. Energies are from the ωB97M-V functional and the def2-TZVPD basis.

Properties
Relative energy (zero: lowest compared OMol25 entry of this formula, charge and spin) in eV: 1.361
Calculated total energy in eV: -11442.0322
<S²>: 0.75

Geometry as ORCA input:
```
! wB97M-V def2-TZVPD RIJCOSX def2/J DEFGRID3
* xyz 1 2
H -1.19048 2.03753 0.85897
H 0.23850 -0.54855 0.90345
H 0.49166 -3.12965 1.34166
H 2.41318 -1.40379 -0.05701
C 2.49756 0.57558 0.16718
C -1.99089 0.73350 -0.57808
H -1.55742 1.31411 -1.39412
H -1.21380 -0.97942 -1.30147
H 0.76482 0.56664 -1.20116
H 2.52469 0.52659 1.25383
H 0.90757 2.06556 -0.33112
H -2.79678 -0.81604 -1.63189
O 0.23947 -2.34467 0.82934
H -2.97725 1.14503 -0.41466
H -1.74978 0.50997 1.56177
H -0.56602 -2.61990 0.37076
N -2.09865 -0.67653 -0.91323
N 0.11273 0.45509 0.69984
H 3.21664 1.28459 -0.22463
C -1.21876 0.96034 0.74423
O 2.87111 -0.64612 -0.44357
C 1.08190 0.99014 -0.24010
*
```

These are the Löwdin partial charges, in e, on atoms 1 to 2: number 1, H, carries 0.14; number 2, H, carries 0.11


[3]
Here is a structure of composition C30H25ORuS3Si from the Open Molecules 2025 dataset. Energies are from the ωB97M-V functional and the def2-TZVPD basis.

Properties
Relative energy (zero: lowest compared OMol25 entry of this formula, charge and spin) in eV: 0.451
Calculated total energy in eV: -76522.7427

Geometry as ORCA input:
```
! wB97M-V def2-TZVPD RIJCOSX def2/J DEFGRID3
* xyz 1 1
C 3.13360 -4.10239 1.55765
H 4.21119 -5.63862 2.55471
O 0.75087 1.10861 1.25311
C -1.42750 -1.14668 -1.64332
C 0.11635 3.16137 -0.28346
C -0.88182 3.49586 -1.18670
H -2.66088 1.47042 -3.43572
H -2.99779 0.28839 -1.30134
C 2.34047 1.57021 -0.83070
C 4.88721 1.65341 -1.82411
H -1.13455 6.76907 -0.38426
H -0.90229 0.72676 -5.00065
C -0.78206 5.74652 -0.35738
H 1.44706 3.79572 1.29415
C -1.03915 0.21032 -4.05875
H -6.38448 -0.64591 2.84718
H 4.00311 1.28842 -3.74483
H -1.40574 -3.46889 -0.19081
C -2.02563 0.63220 -3.17538
H 1.68768 1.16966 -2.84472
C -2.21498 -0.03983 -1.97757
C -5.39098 -2.15349 1.69010
H 0.88418 -4.03019 4.72957
C -1.32641 4.81148 -1.22206
H -4.17966 -3.47673 0.52900
H 0.62509 6.12783 1.22191
H -2.49164 0.37193 1.43951
C 2.53010 1.37390 -2.19262
C 3.38929 1.77786 0.05405
S -0.10081 -2.10429 2.79867
H 3.74920 -4.11737 0.66726
C 2.05577 -3.19776 1.64219
C -0.24997 -0.88932 -3.74917
C 0.21206 5.38809 0.54967
H -6.20990 -2.85700 1.76407
Ru 0.11323 -0.78188 1.13432
H 5.89518 1.68659 -2.21567
H 2.78236 -5.59693 4.57798
S 0.67224 1.49488 -0.27293
H 0.50590 -1.22962 -4.44568
C -3.29908 -0.35774 1.50636
H 5.51395 1.97232 0.20477
Si -1.60155 -2.02092 -0.01034
C -3.17299 -1.60467 0.88256
H 0.17706 -2.42077 -2.31779
H -1.29702 2.74396 -1.84672
C 2.56967 -4.92172 3.76029
C -0.44413 -1.56165 -2.54943
C 0.67701 4.08773 0.59247
H 3.20535 1.88170 1.11533
C 3.38338 -4.94441 2.60747
C -4.44072 -0.00593 2.20815
H -2.10113 5.10094 -1.91871
C 1.51646 -4.05537 3.85077
C -5.48999 -0.91069 2.29842
C 1.25719 -3.17512 2.78314
C -4.24263 -2.49766 0.99125
C 4.67504 1.81777 -0.46035
H -4.51515 0.96255 2.68529
S 1.61923 -2.16467 0.33785
C 3.82416 1.43173 -2.68806
*
```

These are the Löwdin partial charges, in e, on atoms 1 to 2: number 1, C, carries -0.10; number 2, H, carries 0.11


[4]
Here is an isolated molecule of C4H3FN2O in a non-equilibrium geometry from the Open Molecules 2025 dataset. Energies are from the ωB97M-V functional and the def2-TZVPD basis.

Properties
Relative energy (zero: lowest compared OMol25 entry of this formula, charge and spin) in eV: 1.853
Calculated total energy in eV: -11940.3445

Geometry as ORCA input:
```
! wB97M-V def2-TZVPD RIJCOSX def2/J DEFGRID3
* xyz 0 1
C 0.30189 0.44530 -0.85204
O 1.70974 1.77272 0.58733
H 0.62642 0.92695 -1.75834
C -1.03927 -1.10546 0.29480
F -1.24826 -0.92624 -1.96417
N 0.49395 0.13368 1.50687
N -0.41985 -0.81731 1.46122
C -0.67239 -0.50834 -0.85616
H 1.97224 2.03931 -0.29745
C 0.79895 0.79333 0.39153
H -1.89607 -1.77550 0.38928
*
```

These are the Löwdin partial charges, in e, on atoms 1 to 2: number 1, C, carries 0.08; number 2, O, carries 0.09


Copy entry 3 word for word.
Here is a structure of composition C30H25ORuS3Si from the Open Molecules 2025 dataset. Energies are from the ωB97M-V functional and the def2-TZVPD basis.

Properties
Relative energy (zero: lowest compared OMol25 entry of this formula, charge and spin) in eV: 0.451
Calculated total energy in eV: -76522.7427

Geometry as ORCA input:
```
! wB97M-V def2-TZVPD RIJCOSX def2/J DEFGRID3
* xyz 1 1
C 3.13360 -4.10239 1.55765
H 4.21119 -5.63862 2.55471
O 0.75087 1.10861 1.25311
C -1.42750 -1.14668 -1.64332
C 0.11635 3.16137 -0.28346
C -0.88182 3.49586 -1.18670
H -2.66088 1.47042 -3.43572
H -2.99779 0.28839 -1.30134
C 2.34047 1.57021 -0.83070
C 4.88721 1.65341 -1.82411
H -1.13455 6.76907 -0.38426
H -0.90229 0.72676 -5.00065
C -0.78206 5.74652 -0.35738
H 1.44706 3.79572 1.29415
C -1.03915 0.21032 -4.05875
H -6.38448 -0.64591 2.84718
H 4.00311 1.28842 -3.74483
H -1.40574 -3.46889 -0.19081
C -2.02563 0.63220 -3.17538
H 1.68768 1.16966 -2.84472
C -2.21498 -0.03983 -1.97757
C -5.39098 -2.15349 1.69010
H 0.88418 -4.03019 4.72957
C -1.32641 4.81148 -1.22206
H -4.17966 -3.47673 0.52900
H 0.62509 6.12783 1.22191
H -2.49164 0.37193 1.43951
C 2.53010 1.37390 -2.19262
C 3.38929 1.77786 0.05405
S -0.10081 -2.10429 2.79867
H 3.74920 -4.11737 0.66726
C 2.05577 -3.19776 1.64219
C -0.24997 -0.88932 -3.74917
C 0.21206 5.38809 0.54967
H -6.20990 -2.85700 1.76407
Ru 0.11323 -0.78188 1.13432
H 5.89518 1.68659 -2.21567
H 2.78236 -5.59693 4.57798
S 0.67224 1.49488 -0.27293
H 0.50590 -1.22962 -4.44568
C -3.29908 -0.35774 1.50636
H 5.51395 1.97232 0.20477
Si -1.60155 -2.02092 -0.01034
C -3.17299 -1.60467 0.88256
H 0.17706 -2.42077 -2.31779
H -1.29702 2.74396 -1.84672
C 2.56967 -4.92172 3.76029
C -0.44413 -1.56165 -2.54943
C 0.67701 4.08773 0.59247
H 3.20535 1.88170 1.11533
C 3.38338 -4.94441 2.60747
C -4.44072 -0.00593 2.20815
H -2.10113 5.10094 -1.91871
C 1.51646 -4.05537 3.85077
C -5.48999 -0.91069 2.29842
C 1.25719 -3.17512 2.78314
C -4.24263 -2.49766 0.99125
C 4.67504 1.81777 -0.46035
H -4.51515 0.96255 2.68529
S 1.61923 -2.16467 0.33785
C 3.82416 1.43173 -2.68806
*
```

These are the Löwdin partial charges, in e, on atoms 1 to 2: number 1, C, carries -0.10; number 2, H, carries 0.11


Which of these has the highest calculated total energy? C4H14N2O2


Look up the calculated total energy of the second one. -11442.0322 eV


Copy entry 3 word for word.
Here is a structure of composition C30H25ORuS3Si from the Open Molecules 2025 dataset. Energies are from the ωB97M-V functional and the def2-TZVPD basis.

Properties
Relative energy (zero: lowest compared OMol25 entry of this formula, charge and spin) in eV: 0.451
Calculated total energy in eV: -76522.7427

Geometry as ORCA input:
```
! wB97M-V def2-TZVPD RIJCOSX def2/J DEFGRID3
* xyz 1 1
C 3.13360 -4.10239 1.55765
H 4.21119 -5.63862 2.55471
O 0.75087 1.10861 1.25311
C -1.42750 -1.14668 -1.64332
C 0.11635 3.16137 -0.28346
C -0.88182 3.49586 -1.18670
H -2.66088 1.47042 -3.43572
H -2.99779 0.28839 -1.30134
C 2.34047 1.57021 -0.83070
C 4.88721 1.65341 -1.82411
H -1.13455 6.76907 -0.38426
H -0.90229 0.72676 -5.00065
C -0.78206 5.74652 -0.35738
H 1.44706 3.79572 1.29415
C -1.03915 0.21032 -4.05875
H -6.38448 -0.64591 2.84718
H 4.00311 1.28842 -3.74483
H -1.40574 -3.46889 -0.19081
C -2.02563 0.63220 -3.17538
H 1.68768 1.16966 -2.84472
C -2.21498 -0.03983 -1.97757
C -5.39098 -2.15349 1.69010
H 0.88418 -4.03019 4.72957
C -1.32641 4.81148 -1.22206
H -4.17966 -3.47673 0.52900
H 0.62509 6.12783 1.22191
H -2.49164 0.37193 1.43951
C 2.53010 1.37390 -2.19262
C 3.38929 1.77786 0.05405
S -0.10081 -2.10429 2.79867
H 3.74920 -4.11737 0.66726
C 2.05577 -3.19776 1.64219
C -0.24997 -0.88932 -3.74917
C 0.21206 5.38809 0.54967
H -6.20990 -2.85700 1.76407
Ru 0.11323 -0.78188 1.13432
H 5.89518 1.68659 -2.21567
H 2.78236 -5.59693 4.57798
S 0.67224 1.49488 -0.27293
H 0.50590 -1.22962 -4.44568
C -3.29908 -0.35774 1.50636
H 5.51395 1.97232 0.20477
Si -1.60155 -2.02092 -0.01034
C -3.17299 -1.60467 0.88256
H 0.17706 -2.42077 -2.31779
H -1.29702 2.74396 -1.84672
C 2.56967 -4.92172 3.76029
C -0.44413 -1.56165 -2.54943
C 0.67701 4.08773 0.59247
H 3.20535 1.88170 1.11533
C 3.38338 -4.94441 2.60747
C -4.44072 -0.00593 2.20815
H -2.10113 5.10094 -1.91871
C 1.51646 -4.05537 3.85077
C -5.48999 -0.91069 2.29842
C 1.25719 -3.17512 2.78314
C -4.24263 -2.49766 0.99125
C 4.67504 1.81777 -0.46035
H -4.51515 0.96255 2.68529
S 1.61923 -2.16467 0.33785
C 3.82416 1.43173 -2.68806
*
```

These are the Löwdin partial charges, in e, on atoms 1 to 2: number 1, C, carries -0.10; number 2, H, carries 0.11